Entry a
The following is a quantum chemistry calculation of a 2-piece molecular cluster, C4H11N3O overall, from the Open Molecules 2025 dataset.

Calculated values
frontier orbital gap = 10.06 eV
HOMO level = -9.289 eV
LUMO energy = 0.02830 hartree

Cartesian coordinates (Å):
C -0.573 0.594 -1.999
C -0.637 -1.193 1.828
N 0.648 -0.033 -1.552
H 0.778 -1.002 -1.794
H -0.573 1.611 -1.611
H -0.600 0.619 -3.089
H -1.456 0.070 -1.624
H 0.219 -0.520 1.964
H -0.875 -1.679 2.775
H -0.378 -1.975 1.112
C 1.379 0.488 -0.527
N 2.395 -0.333 -0.090
C -1.816 0.711 1.209
N -1.817 -0.532 1.361
O 1.160 1.569 -0.023
H 2.751 -1.051 -0.697
H 3.075 0.112 0.506
H -2.725 1.181 0.859
H -0.955 1.360 1.392



Entry b
The following is a quantum chemistry calculation of C4H11N3O as an isolated structure, from the Open Molecules 2025 dataset.

Calculated values
frontier orbital gap = 8.86 eV
HOMO level = -8.315 eV
LUMO energy = 0.01996 hartree

Cartesian coordinates (Å):
C -0.292 -0.050 0.505
C -1.621 0.360 -0.097
C 1.384 0.906 -1.810
N 0.584 -0.784 -0.240
C 1.451 -0.511 -1.225
N -0.776 -1.570 1.591
N 0.213 0.861 1.446
O 2.217 -1.335 -1.697
H -0.033 -1.991 0.889
H -0.413 1.586 1.760
H -1.719 -1.919 1.469
H -0.494 -1.519 2.564
H 1.219 0.860 1.529
H -2.343 0.594 0.685
H -1.477 1.228 -0.738
H -2.010 -0.446 -0.715
H 1.256 1.671 -1.046
H 0.552 0.962 -2.512
H 2.304 1.097 -2.358



Entry c
The following is a quantum chemistry calculation of a 2-piece molecular cluster, C4H11N3O overall, from the Open Molecules 2025 dataset.

Calculated values
frontier orbital gap = 8.53 eV
HOMO level = -7.611 eV
LUMO energy = 0.03391 hartree

Cartesian coordinates (Å):
C -0.209 -0.807 2.135
C 0.243 1.631 -0.239
N -1.412 -0.527 1.939
H -1.933 -0.212 2.750
H -1.832 -0.077 0.039
H 0.383 -1.145 1.289
H 0.311 -0.754 3.097
H 1.015 1.373 0.488
H -0.618 2.047 0.286
H 0.643 2.394 -0.914
C 0.713 -0.586 -1.186
C 2.041 -0.456 -1.173
O 0.128 -1.785 -1.421
N -0.179 0.470 -0.998
N -1.533 0.082 -0.926
H -0.833 -1.617 -1.428
H -2.110 0.797 -1.357
H 2.654 -1.315 -1.362
H 2.526 0.486 -1.020



Most stable: entry a (next structure +30.3 kcal/mol)



Entry a
The following is a quantum chemistry calculation of a 2-piece molecular cluster, C4H11N3O overall, from the Open Molecules 2025 dataset.

Calculated values
frontier orbital gap = 8.22 eV
HOMO level = -7.578 eV
LUMO energy = 0.02345 hartree

Cartesian coordinates (Å):
C -0.902 -0.092 -1.302
C -1.417 0.849 1.377
C -1.046 -0.503 0.854
O -1.644 -1.540 0.995
H -2.438 1.075 1.082
H -0.992 -1.116 -1.670
H -1.907 0.311 -1.176
H -0.422 0.562 -2.030
H -0.725 1.607 1.012
H -1.356 0.824 2.471
C 1.161 0.082 -0.221
N 1.937 -0.728 -1.088
N 0.599 -0.727 0.895
N 1.436 1.286 0.149
H 1.403 -1.275 -1.749
H 2.693 -0.211 -1.515
H 0.636 -1.728 0.714
H 1.060 -0.482 1.776
H 1.923 1.806 -0.575



Entry b
The following is a quantum chemistry calculation of C4H11N3O as an isolated structure, from the Open Molecules 2025 dataset.

Calculated values
frontier orbital gap = 9.00 eV
HOMO level = -8.223 eV
LUMO energy = 0.02848 hartree

Cartesian coordinates (Å):
C 0.385 0.943 0.286
C -1.811 -0.873 -0.294
C 1.305 -1.244 -0.762
N -0.950 -0.182 0.636
C 0.923 -0.464 0.479
N 0.264 1.512 -0.968
N 0.665 1.784 1.325
O 1.428 -0.755 1.582
H -1.069 -0.421 1.614
H -0.131 0.926 -1.686
H 0.993 1.272 2.138
H -0.131 2.442 -0.980
H 0.017 2.533 1.513
H -2.854 -0.799 0.025
H -1.742 -0.406 -1.281
H -1.562 -1.936 -0.410
H 2.230 -0.822 -1.157
H 0.576 -1.228 -1.575
H 1.464 -2.284 -0.484



Most stable: entry b (next structure +43.8 kcal/mol)



Entry a
The following is a quantum chemistry calculation of a 2-piece molecular cluster, C4H11N3O overall, from the Open Molecules 2025 dataset.

Calculated values
frontier orbital gap (spin up / spin down) = 6.75 / 6.75 eV
HOMO level (spin up / spin down) = -6.673 / -6.670 eV
LUMO energy (spin up / spin down) = 0.00297 / 0.00289 hartree

Cartesian coordinates (Å):
C 0.325 1.549 -1.370
C -1.677 0.985 0.837
C -0.159 0.169 -1.031
C -1.102 -0.099 -0.014
H -0.049 -0.592 -1.796
H -1.678 -1.015 -0.080
H 0.644 2.092 -0.477
H 1.185 1.496 -2.043
H -2.296 1.643 0.216
H -0.883 1.595 1.270
H -2.287 0.580 1.642
H -0.434 2.162 -1.873
N 2.173 -1.121 0.263
O 0.022 -2.414 0.915
N 0.218 -1.014 1.367
N 1.138 -0.405 0.636
H -0.015 -2.889 1.752
H 2.007 -2.102 0.055
H 2.868 -0.619 -0.268



Entry b
The following is a quantum chemistry calculation of the molecule C4H11N3O, from the Open Molecules 2025 dataset.

Calculated values
frontier orbital gap = 10.22 eV
HOMO level = -9.348 eV
LUMO energy = 0.03216 hartree

Cartesian coordinates (Å):
N 1.464 -0.193 -0.935
C 0.632 -0.141 0.339
C -0.830 -0.125 -0.044
C -1.309 1.385 -0.084
N -2.534 1.542 -0.958
C 1.099 -1.397 1.089
N 2.427 -1.913 0.792
O 0.363 -1.942 1.900
H 1.047 0.518 -1.580
H 1.313 -0.999 -1.542
H 0.860 0.849 0.853
H -1.150 -0.665 -1.016
H -1.308 -0.770 0.733
H -1.614 1.500 1.063
H -0.438 2.083 -0.484
H -3.242 1.846 -0.299
H -2.482 2.429 -1.475
H 2.556 -2.771 1.168
H 3.146 -1.234 0.480



Most stable: entry b (next structure +121.9 kcal/mol)



Entry a
The following is a quantum chemistry calculation of a 2-piece molecular cluster, C4H11N3O overall, from the Open Molecules 2025 dataset.

Calculated values
frontier orbital gap = 9.07 eV
HOMO level = -8.164 eV
LUMO energy = 0.03334 hartree

Cartesian coordinates (Å):
C -0.238 0.568 -0.158
C -0.922 0.089 -1.456
C 1.790 -0.830 -0.057
C -1.290 1.129 0.800
N 0.503 -0.486 0.510
O -0.028 -0.242 -2.496
N 0.633 -0.455 2.725
N 0.063 -1.399 2.927
H 0.472 0.547 -2.737
H 0.474 1.365 -0.412
H -0.094 -1.355 0.858
H -1.628 0.863 -1.791
H -1.490 -0.824 -1.255
H 2.260 -1.587 0.570
H 1.715 -1.206 -1.083
H 2.425 0.058 -0.075
H -0.822 1.388 1.747
H -2.048 0.376 1.013
H -1.775 2.002 0.370



Entry b
The following is a quantum chemistry calculation of C4H11N3O as an isolated structure, from the Open Molecules 2025 dataset.

Calculated values
frontier orbital gap = 7.58 eV
HOMO level = -6.896 eV
LUMO energy = 0.02499 hartree

Cartesian coordinates (Å):
C 1.510 -1.331 0.299
C -0.475 0.363 1.347
C -2.056 1.274 -1.886
N -1.804 0.588 -0.633
C -0.621 0.827 0.066
N 2.203 -0.304 -0.097
N 1.892 -2.235 1.226
O 0.363 1.315 -0.652
H -2.613 0.487 -0.038
H 0.631 -1.588 -0.275
H 2.614 -1.994 1.890
H 3.010 -0.073 0.474
H 1.396 0.671 -0.391
H 1.229 -2.931 1.523
H 0.393 0.649 1.919
H -1.317 -0.045 1.890
H -2.273 2.342 -1.757
H -1.178 1.183 -2.522
H -2.905 0.803 -2.383



Entry c
The following is a quantum chemistry calculation of C4H11N3O as an isolated structure, from the Open Molecules 2025 dataset.

Calculated values
frontier orbital gap = 8.84 eV
HOMO level = -7.994 eV
LUMO energy = 0.03120 hartree

Cartesian coordinates (Å):
C 0.058 0.605 -0.546
C -0.898 1.674 -0.996
C 0.699 -0.856 1.977
N 0.051 0.118 1.124
C -0.532 -0.807 -0.403
N 1.296 0.639 -1.156
O -1.889 -0.830 -0.134
N -0.087 -1.792 -1.135
H -2.176 -1.718 -0.393
H -0.208 0.960 1.623
H 1.701 1.555 -1.297
H 1.941 -0.071 -0.822
H 0.925 -1.844 -1.178
H -0.410 2.643 -1.102
H -1.718 1.780 -0.290
H -1.332 1.360 -1.944
H 0.921 -1.798 1.478
H 0.021 -1.137 2.787
H 1.636 -0.481 2.406



Entry d
The following is a quantum chemistry calculation of the molecule C4H11N3O, from the Open Molecules 2025 dataset.

Calculated values
frontier orbital gap = 9.26 eV
HOMO level = -8.471 eV
LUMO energy = 0.02888 hartree

Cartesian coordinates (Å):
C -0.357 -1.008 -1.433
N -1.410 -0.305 -2.090
C -0.314 -0.645 0.147
C -0.120 -1.805 1.127
N 0.705 0.400 0.302
C 0.385 1.742 0.447
N 1.364 2.553 0.951
O -0.666 2.193 0.037
H 0.640 -0.734 -1.743
H -0.380 -2.107 -1.483
H -2.332 -0.497 -1.778
H -1.171 0.677 -2.122
H -1.279 -0.177 0.321
H 0.320 -2.693 0.674
H 0.617 -1.450 1.867
H -0.935 -2.116 1.779
H 1.551 0.107 0.760
H 2.164 2.333 1.510
H 1.218 3.530 0.727



Most stable: entry d (next structure +21.3 kcal/mol)



Entry a
The following is a quantum chemistry calculation of a 2-piece molecular cluster, C4H11N3O overall, from the Open Molecules 2025 dataset.

Calculated values
frontier orbital gap = 9.52 eV
HOMO level = -8.516 eV
LUMO energy = 0.03676 hartree

Cartesian coordinates (Å):
C -0.953 -1.604 0.201
C 1.038 0.144 -1.073
C 0.048 1.291 -1.186
C -0.473 1.461 1.125
N -0.529 -1.378 -0.985
N -0.090 -1.958 1.182
N 1.692 -0.003 0.028
O -0.963 1.329 -0.201
H -1.269 -1.183 -1.651
H -2.009 -1.620 0.488
H 1.353 -0.283 -2.027
H -0.416 -1.898 2.133
H 0.863 -1.644 1.022
H 0.520 0.790 1.202
H 2.455 -0.674 -0.041
H -0.473 1.235 -2.144
H 0.634 2.225 -1.136
H -1.322 1.281 1.784
H -0.108 2.489 1.276



Entry b
The following is a quantum chemistry calculation of a 2-piece molecular cluster, C4H11N3O overall, from the Open Molecules 2025 dataset.

Calculated values
frontier orbital gap = 8.78 eV
HOMO level = -8.010 eV
LUMO energy = 0.02838 hartree

Cartesian coordinates (Å):
N 1.588 -1.318 1.979
C 1.729 -0.103 1.340
N 2.688 -0.077 0.348
O 1.071 0.871 1.640
H 0.699 -1.434 2.439
H 1.861 -2.139 1.458
H 3.429 -0.756 0.378
H 2.966 0.863 0.116
C -2.863 0.637 0.406
C -2.088 -0.029 -0.440
N -0.736 0.230 -0.687
C -0.357 0.333 -2.087
H -2.521 1.521 0.932
H -3.867 0.289 0.589
H -2.454 -0.929 -0.924
H -0.401 1.011 -0.136
H 0.709 0.538 -2.145
H -0.545 -0.624 -2.581
H -0.906 1.116 -2.626



Entry c
The following is a quantum chemistry calculation of C4H11N3O as an isolated structure, from the Open Molecules 2025 dataset.

Calculated values
frontier orbital gap (spin up / spin down) = 8.08 / 8.07 eV
HOMO level (spin up / spin down) = -8.273 / -8.272 eV
LUMO energy (spin up / spin down) = -0.00727 / -0.00726 hartree

Cartesian coordinates (Å):
C -0.264 -0.293 -1.371
C 0.987 -1.051 -1.219
C -2.348 -0.325 0.730
N 0.918 -0.531 0.145
C 1.487 0.732 0.556
N 0.582 1.450 1.251
O -1.642 0.643 0.044
N 2.659 1.113 0.223
H 0.282 -0.975 0.795
H -0.431 1.306 0.945
H 0.904 2.353 1.562
H 3.194 0.380 -0.232
H -0.201 0.719 -1.741
H -1.182 -0.841 -1.523
H 1.857 -0.671 -1.747
H 0.924 -2.137 -1.252
H -1.770 -0.807 1.553
H -2.701 -1.151 0.077
H -3.255 0.085 1.202



Most stable: entry b (next structure +58.1 kcal/mol)